Record 1
Entry from the OMol25 dataset: 2 unconnected molecules or ions with the total composition C8H12N4 (ωB97M-V/def2-TZVPD).

The geometry in ORCA input format:
```
! wB97M-V def2-TZVPD RIJCOSX def2/J DEFGRID3
* xyz 0 1
C -1.5981 -0.9224 0.6482
C -2.0474 0.4186 0.0445
C -2.9086 0.3579 -1.0582
N -2.9820 1.6763 -1.4886
C -2.3025 2.4310 -0.6098
N -1.6990 1.7036 0.3112
H -1.8844 -0.8748 1.7216
H -0.4926 -0.8944 0.6254
H -2.0377 -1.6910 0.0255
H -3.5940 -0.3869 -1.4187
H -3.5110 2.0543 -2.2563
H -2.2396 3.5109 -0.7026
C 1.5413 1.0580 -0.2828
C 2.2443 -0.2235 0.0773
C 2.4048 -0.7254 1.3442
N 2.9606 -1.9740 1.2383
C 2.8630 -2.2560 -0.1087
N 2.4905 -1.2505 -0.8456
H 2.2563 1.7670 0.1384
H 0.6022 1.2080 0.3098
H 1.3162 1.2958 -1.3241
H 2.2951 -0.3026 2.3329
H 3.1792 -2.7655 1.8157
H 3.1435 -3.2146 -0.5376
*
```

Values from the calculation:
- Energy above the lowest of the compared OMol25 structures with the same formula, charge and spin: 125.0 kJ/mol
- Orbital gap: 9.19 eV
- Highest occupied orbital energy: -8.233 eV
- SMILES: Cc1c[nH]cn1.Cc1c[nH]cn1
- DFT total energy: -14450.2559 eV

Record 2
Entry from the OMol25 dataset: 2 unconnected molecules or ions with the total composition C8H12N4 (ωB97M-V/def2-TZVPD).

The geometry in ORCA input format:
```
! wB97M-V def2-TZVPD RIJCOSX def2/J DEFGRID3
* xyz 0 1
C 4.0090 -1.3266 -0.1322
C 2.9699 -0.4277 -0.6108
C 2.2403 -0.3643 -1.7492
N 1.1625 0.5055 -1.6094
C 1.3408 1.0015 -0.3253
N 2.3788 0.4881 0.2725
H 3.6938 -1.9116 0.7452
H 4.8717 -0.8415 0.3615
H 4.5105 -1.9083 -0.9019
H 2.2051 -0.9068 -2.6817
H 0.3064 0.3363 -2.1415
H 0.6481 1.7005 0.1232
C -1.2315 -0.8181 1.5789
C -2.1989 0.0310 0.8872
C -3.3237 0.7275 1.2803
N -3.9267 1.2831 0.1553
C -3.0827 0.9823 -0.8629
N -2.1229 0.1775 -0.4906
H -1.5657 -0.9758 2.5875
H -0.3367 -0.1865 1.5331
H -1.0521 -1.8093 1.1821
H -3.7257 0.7012 2.3161
H -4.5082 2.1200 0.3241
H -3.2619 1.4222 -1.8415
*
```

Values from the calculation:
- Energy above the lowest of the compared OMol25 structures with the same formula, charge and spin: 108.7 kJ/mol
- Orbital gap: 9.05 eV
- Highest occupied orbital energy: -8.307 eV
- SMILES: Cc1c[nH]cn1.Cc1c[nH]cn1
- DFT total energy: -14450.4256 eV